No. 1
This record from OMol25 describes C26H75BI2NO29 as an isolated structure. The level of theory is the ωB97M-V functional and the def2-TZVPD basis.

Each line ends with the Mulliken charge.
CARTESIAN COORDINATES (ANGSTROEM)
C 3.811 1.963 2.473  -0.6086
O 3.855 2.052 1.037  -0.9962
B 3.123 1.160 0.346  0.4012
O 3.703 0.499 -0.687  0.6905
C 1.553 0.876 0.639  0.4540
C 0.598 1.881 0.831  2.0731
C 1.116 3.293 0.752  -0.8574
O 1.552 3.864 1.656  -0.4058
O 1.037 3.903 -0.470  0.1563
C 1.647 3.261 -1.570  -0.4396
C 2.886 3.743 -1.966  -0.3114
C 3.506 3.180 -3.084  -0.9484
C 2.900 2.152 -3.799  -1.0428
C 1.655 1.674 -3.385  -0.7455
C 1.041 2.220 -2.262  0.6794
C -0.756 1.592 1.070  0.6745
C -1.781 2.652 1.399  -2.4130
I -1.249 3.447 3.342  0.1046
C -1.894 3.794 0.378  -0.3567
C -2.072 3.313 -1.061  -0.5486
I -3.618 4.984 0.901  0.2107
C -1.158 0.254 1.006  1.0395
C -2.574 -0.158 1.148  -0.6506
C -2.992 -0.503 2.597  0.6578
C -3.918 -1.690 2.507  -1.4985
O -3.589 0.611 3.208  -0.2063
N -0.220 -0.727 0.805  0.7780
C -0.563 -2.169 0.766  -1.7966
O -0.164 -2.832 -0.411  -0.2655
C -0.487 -2.224 -1.627  -0.1604
O -1.875 -2.247 -1.843  -0.2530
C -2.212 -2.472 -3.209  -0.3223
C -1.758 -1.334 -4.101  -0.1577
O -2.684 -1.274 -5.158  -0.5015
C 1.096 -0.431 0.671  -1.3136
O 1.941 -1.462 0.536  0.9071
C 2.469 -1.960 1.801  -0.5250
C 3.740 -2.741 1.559  0.1600
C 3.682 -3.498 0.243  -0.8288
O 4.813 -1.806 1.576  -0.5729
H 2.829 2.202 2.865  0.2087
H 4.087 0.977 2.825  0.2457
H 4.511 2.671 2.881  0.2687
H 3.046 -0.044 -1.145  -0.0886
H 3.321 4.560 -1.411  0.8271
H 4.458 3.571 -3.397  0.4497
H 3.383 1.743 -4.669  0.9579
H 1.166 0.885 -3.927  0.4554
H 0.089 1.824 -1.959  0.1787
H -2.758 2.246 1.593  0.8559
H -1.103 4.507 0.519  0.6447
H -1.391 3.853 -1.704  0.1095
H -1.922 2.245 -1.153  -0.2036
H -3.059 3.542 -1.430  0.6941
H -3.227 0.592 0.729  1.0762
H -2.760 -1.036 0.561  -1.7646
H -2.082 -0.802 3.133  0.2074
H -3.344 -2.599 2.349  0.3909
H -4.592 -1.575 1.672  0.2342
H -4.446 -1.830 3.445  0.5032
H -3.925 0.302 4.063  0.2999
H -0.026 -2.633 1.577  0.4131
H -1.607 -2.351 0.944  0.3723
H 0.011 -2.805 -2.397  0.6797
H -0.100 -1.206 -1.691  -0.0408
H -3.291 -2.550 -3.273  0.1361
H -1.806 -3.424 -3.539  0.3486
H -1.713 -0.423 -3.504  0.0726
H -0.746 -1.537 -4.451  0.3258
H -2.533 -0.464 -5.652  0.3178
H 2.670 -1.114 2.449  0.2214
H 1.746 -2.598 2.303  0.3063
H 3.860 -3.448 2.370  0.4015
H 4.449 -4.263 0.232  0.4813
H 2.719 -3.972 0.104  0.1921
H 3.894 -2.821 -0.577  0.0150
H 5.265 -1.854 0.732  0.2564
O -5.619 3.623 3.732  -0.5858
H -5.361 2.726 3.477  0.3717
H -5.611 4.110 2.903  0.2009
O -0.420 -5.169 2.171  -0.4634
H -0.112 -6.065 1.991  0.1703
H -0.331 -4.718 1.328  0.3998
O -1.519 -7.681 1.488  -0.5809
H -1.931 -8.532 1.308  0.2931
H -1.883 -7.077 0.834  0.2905
O 2.803 -1.306 -2.993  -0.5094
H 2.661 -2.033 -2.377  0.1223
H 3.757 -1.330 -3.160  0.2741
O -4.604 -2.428 -0.347  -0.5239
H -5.260 -2.627 -1.037  0.3011
H -3.781 -2.340 -0.843  0.1846
O -5.274 1.171 5.229  -0.6074
H -6.177 1.019 4.927  0.2903
H -5.329 1.995 5.727  0.2692
O 0.202 6.778 -0.112  -0.7127
H 0.391 5.857 -0.338  0.3142
H 0.277 7.249 -0.950  0.3136
O -7.586 3.724 5.908  -0.6167
H -8.361 3.508 5.381  0.3059
H -6.857 3.731 5.273  0.3375
O 6.458 1.679 4.160  -0.6062
H 6.906 1.401 3.356  0.2933
H 7.115 2.223 4.601  0.3032
O 8.214 3.529 2.905  -0.5932
H 7.743 4.051 2.248  0.2975
H 8.868 4.137 3.266  0.3103
O 2.072 -7.764 1.878  -0.6352
H 1.118 -7.888 1.926  0.2932
H 2.309 -7.327 2.706  0.3334
O -6.037 -3.340 -3.155  -0.6062
H -5.793 -4.247 -3.370  0.3121
H -6.046 -2.888 -4.009  0.2650
O 1.739 2.796 -7.048  -0.6410
H 2.130 3.509 -7.563  0.3177
H 1.968 3.004 -6.137  0.3498
O 5.745 -1.117 -2.081  -0.6273
H 6.314 -1.693 -1.561  0.2745
H 5.350 -0.509 -1.438  0.3180
O -5.055 -2.685 -6.153  -0.6350
H -4.773 -2.994 -7.019  0.2951
H -4.342 -2.111 -5.843  0.3913
O 1.892 -5.987 4.640  -0.5914
H 0.936 -6.094 4.687  0.3018
H 2.126 -5.551 5.464  0.2890
O 1.745 -0.486 -6.119  -0.5531
H 1.911 -0.965 -6.937  0.2727
H 1.882 0.441 -6.356  0.2731
O 3.325 6.587 0.121  -0.6514
H 3.409 6.295 1.034  0.3122
H 2.380 6.748 0.011  0.3389
O -5.769 1.874 1.085  -0.5996
H -5.968 1.386 0.279  0.2737
H -5.181 2.590 0.818  0.1752

Force components x, y, z for each atom (eV/Å):
C -0.24 0.28 0.16
O 0.02 -0.36 0.40
B -0.04 0.01 -0.23
O -0.24 0.00 -0.03
C -0.01 -0.06 0.22
C 0.05 -0.45 -0.31
C -0.71 -1.07 -1.86
O 0.95 1.54 2.54
O -0.17 -0.32 -0.59
C 0.43 -0.21 -0.43
C -0.19 -0.21 -0.21
C -0.40 0.03 0.21
C -0.38 0.31 0.51
C 0.40 0.42 0.21
C -0.01 -0.01 -0.20
C 0.08 -0.24 -0.13
C 0.53 0.66 0.28
I -0.22 -0.15 0.11
C -0.74 -0.31 0.37
C 0.00 0.41 0.13
I 0.03 0.20 -0.01
C 0.27 0.15 -0.18
C 0.02 0.03 0.19
C 0.20 -0.18 -0.38
C 0.04 -0.12 0.42
O 0.43 -0.28 -0.27
N -0.21 0.27 0.02
C 0.16 -0.63 -0.28
O 0.07 0.45 0.22
C -0.22 -0.38 -0.21
O 0.06 0.10 0.27
C -0.23 0.03 0.06
C 0.30 -0.46 0.39
O -0.09 0.41 -0.30
C 0.30 0.22 0.07
O -0.20 0.11 0.23
C 0.06 -0.23 0.37
C -0.08 0.56 -0.73
C 0.33 -0.16 0.35
O 0.08 -0.12 0.13
H -0.32 0.10 -0.06
H 0.25 -0.25 -0.12
H 0.28 0.17 0.01
H 0.23 -0.15 -0.58
H 0.17 0.14 0.08
H 0.24 0.04 -0.06
H 0.15 -0.21 -0.17
H -0.04 -0.27 -0.11
H -0.28 0.05 0.15
H -0.14 -0.38 0.03
H 0.29 0.20 -0.17
H 0.32 -0.07 -0.25
H 0.15 -0.24 -0.07
H -0.31 -0.11 -0.09
H -0.30 0.27 0.08
H -0.05 -0.20 -0.39
H 0.10 0.08 0.23
H 0.08 -0.23 -0.14
H -0.40 -0.02 0.08
H -0.23 0.01 0.13
H -0.22 0.63 0.07
H 0.17 -0.18 0.17
H -0.35 0.40 0.05
H 0.17 -0.25 -0.05
H 0.01 0.29 0.20
H -0.25 0.06 0.18
H 0.19 -0.21 -0.03
H -0.29 0.26 -0.01
H 0.18 0.13 -0.32
H 0.04 0.01 -0.19
H 0.13 0.22 0.11
H -0.28 -0.13 -0.14
H 0.06 -0.06 0.37
H 0.11 -0.23 -0.01
H -0.20 -0.14 -0.12
H -0.17 0.21 -0.27
H 0.13 0.04 -0.06
O 0.09 -0.20 -0.05
H 0.03 -0.02 0.09
H -0.09 0.11 0.08
O 0.06 0.32 0.01
H -0.08 -0.05 0.05
H 0.07 -0.10 -0.20
O 0.15 -0.10 -0.03
H 0.05 -0.02 0.01
H -0.10 0.00 0.05
O -0.13 0.03 0.45
H 0.06 -0.13 -0.10
H 0.07 0.02 0.00
O -0.15 -0.01 -0.53
H 0.09 -0.03 0.12
H 0.06 -0.10 -0.07
O -0.19 -0.06 0.03
H -0.02 -0.03 0.12
H 0.04 -0.05 0.10
O 0.21 -0.14 -0.14
H 0.06 0.02 -0.02
H -0.14 0.08 0.03
O 0.11 -0.21 0.12
H -0.03 0.04 0.00
H -0.06 0.22 -0.26
O -0.24 -0.30 0.15
H 0.08 0.07 -0.03
H 0.03 0.13 -0.08
O 0.15 0.17 -0.01
H -0.05 -0.03 0.00
H 0.05 -0.04 -0.03
O -0.10 0.25 0.01
H 0.01 -0.20 0.00
H -0.01 -0.03 0.05
O 0.23 0.09 0.12
H -0.08 0.06 -0.03
H -0.02 -0.11 -0.09
O 0.05 -0.14 0.15
H -0.01 -0.05 -0.09
H -0.04 0.11 0.08
O -0.24 -0.08 0.24
H 0.15 -0.01 -0.19
H 0.00 0.18 -0.10
O -0.08 0.05 0.19
H -0.06 -0.03 0.00
H 0.13 -0.08 0.00
O -0.08 0.02 -0.09
H -0.01 0.05 -0.04
H 0.09 -0.07 0.02
O -0.04 0.16 0.07
H 0.01 -0.02 0.00
H -0.06 0.01 -0.18
O 0.06 -0.16 -0.14
H -0.02 0.00 0.03
H -0.11 0.12 0.17
O 0.17 -0.08 0.00
H -0.07 0.03 0.02
H -0.09 0.10 -0.10

Calculated values
Charge: +1
E_tot: -105920.640 eV

***

No. 2
This record from OMol25 describes C19H16I2N4O3Zn as an isolated structure. The level of theory is the ωB97M-V functional and the def2-TZVPD basis.

Each line ends with the Mulliken charge.
CARTESIAN COORDINATES (ANGSTROEM)
Zn 0.282 -0.368 -0.146  0.1611
I -5.169 -0.540 4.526  0.0583
C -3.290 -0.601 3.620  -0.3042
C -2.318 0.321 3.974  -0.3880
C -1.077 0.281 3.361  -0.1904
I 0.370 1.694 3.846  0.0790
C -0.751 -0.673 2.377  0.6431
O 0.411 -0.693 1.786  -0.9104
C -1.778 -1.590 2.029  1.0007
C -1.498 -2.527 0.888  -1.3553
N -1.385 -1.740 -0.365  -0.1323
C -2.597 -1.000 -0.707  -1.0242
C -2.562 0.428 -0.198  0.8039
C -3.735 1.132 0.030  -1.0348
C -3.657 2.432 0.495  -0.3308
C -2.409 2.997 0.721  -0.7761
C -1.288 2.231 0.467  -0.2895
N -1.368 0.978 0.012  0.2769
C -3.015 -1.551 2.646  -0.5479
H -2.525 1.074 4.723  0.3672
H -2.293 -3.275 0.805  0.3789
H -0.546 -3.036 1.037  0.3888
H -1.108 -2.325 -1.144  0.3954
H -3.483 -1.482 -0.283  0.3880
H -2.721 -0.993 -1.791  0.4898
H -4.690 0.651 -0.135  0.4490
H -4.558 2.997 0.693  0.4260
H -2.301 4.001 1.104  0.4321
H -0.292 2.612 0.650  0.5368
H -3.777 -2.267 2.358  0.3960
O 0.359 -0.394 -2.239  -0.4573
N 1.527 -0.254 -2.727  -0.3343
N 2.450 -0.182 -1.850  0.9746
O 2.223 -0.254 -0.559  -0.6711
C 3.805 -0.014 -2.282  0.3427
C 4.789 0.073 -1.311  -0.4470
C 6.109 0.238 -1.706  -0.4815
C 6.437 0.313 -3.050  -0.4928
C 5.436 0.222 -4.009  -0.4526
C 4.114 0.058 -3.636  -0.3113
H 4.512 0.012 -0.270  0.4065
H 6.883 0.307 -0.954  0.3604
H 7.468 0.441 -3.352  0.3762
H 5.686 0.280 -5.060  0.3661
H 3.330 -0.013 -4.374  0.4341

Force components x, y, z for each atom (eV/Å):
Zn -0.06 0.05 -0.03
I -0.01 0.00 -0.01
C 0.06 -0.05 -0.07
C -0.01 0.06 0.06
C -0.02 -0.11 0.02
I 0.02 0.04 0.03
C 0.05 -0.04 0.08
O -0.18 -0.01 0.04
C 0.16 0.00 0.01
C -0.10 0.09 0.02
N 0.10 -0.22 -0.06
C -0.08 0.07 0.10
C -0.05 0.03 -0.04
C 0.02 -0.03 0.03
C 0.07 0.03 0.00
C -0.03 -0.03 0.00
C -0.07 0.01 0.00
N 0.15 0.09 -0.13
C -0.09 -0.02 0.05
H 0.01 0.00 -0.01
H -0.01 0.02 0.00
H 0.00 0.00 0.01
H -0.06 -0.08 0.04
H -0.01 -0.04 -0.05
H 0.10 0.07 -0.01
H -0.01 0.01 0.01
H -0.01 0.00 0.01
H 0.00 0.00 0.00
H 0.00 0.01 -0.01
H 0.00 0.00 -0.01
O 0.06 -0.02 -0.02
N 0.02 0.00 0.02
N -0.14 -0.02 0.01
O 0.03 0.08 -0.06
C 0.12 0.01 -0.03
C -0.04 -0.01 0.00
C 0.01 0.00 -0.01
C 0.01 0.00 0.00
C 0.00 0.00 -0.01
C -0.02 0.00 0.03
H 0.00 0.00 0.00
H 0.00 0.00 0.01
H 0.00 0.00 0.00
H 0.00 0.00 -0.01
H 0.00 0.00 0.00

Calculated values
Relative energy (zero: lowest compared OMol25 entry of this formula, charge and spin): 0.141 eV
Charge: 0
E_tot: -96684.151 eV

***

No. 3
This record from OMol25 describes C2H4BrCl2OP as an isolated structure. The level of theory is the ωB97M-V functional and the def2-TZVPD basis.

Each line ends with the Mulliken charge.
CARTESIAN COORDINATES (ANGSTROEM)
C 1.705 0.063 0.309  -0.8999
C -0.253 0.634 -0.670  -0.4520
O -1.501 -0.188 1.658  -0.5409
P -1.304 -0.506 0.250  0.8388
Cl -0.491 -2.309 -0.016  -0.2006
Cl -3.042 -0.629 -0.736  -0.2132
Br -0.669 2.408 -0.273  -0.0318
H 2.151 1.041 0.346  0.3450
H 2.109 -0.631 -0.400  0.3467
H 1.350 -0.326 1.244  0.3734
H -0.055 0.443 -1.712  0.4343

Force components x, y, z for each atom (eV/Å):
C -3.16 1.17 -1.48
C 2.80 -1.74 1.90
O 0.10 0.10 0.19
P 0.26 0.61 0.06
Cl 0.15 -0.43 -0.31
Cl -0.24 -0.01 -0.31
Br -0.07 0.56 -0.03
H 0.13 0.19 -0.01
H 0.14 -0.24 -0.15
H 0.01 -0.14 0.27
H -0.13 -0.07 -0.14

Calculated values
Relative energy (zero: lowest compared OMol25 entry of this formula, charge and spin): 1.742 eV
Charge: 0
E_tot: -108562.643 eV

***

| no. | HOMO level (hartree) | HOMO-LUMO gap (eV) | E_LUMO (eV) |
| --- | --- | --- | --- |
| 1 | -0.4179 | 7.48 | -3.8936 |
| 2 | -0.2818 | 7.96 | 0.2911 |
| 3 | -0.3554 | 9.50 | -0.1700 |